19
Properties=species:S:1:pos:R:3 method="wB97M-V/def2-TZVPD" relative_energy_kj_mol=109.7 energy_ev=-27469.3922
C -0.067 -0.785 0.927
C 1.240 -0.632 0.454
C -0.866 -0.082 0.089
C 1.164 0.236 -0.772
C 2.791 -1.598 2.610
C 1.958 0.337 -3.350
C -2.324 -0.209 -0.117
N -0.193 0.529 -0.881
P 2.815 -1.299 0.948
P 2.566 0.642 -1.804
H -0.337 -1.393 1.746
H 3.781 -2.079 2.833
H 2.113 -1.671 3.462
H 2.719 0.533 -4.195
H 1.134 -0.208 -3.592
H -2.962 0.659 0.216
H -2.705 -0.358 -1.144
H -2.759 -1.035 0.560
H -0.670 0.977 -1.701

13
Properties=species:S:1:pos:R:3 method="wB97M-V/def2-TZVPD" relative_energy_kj_mol=102.9 total_charge=+1 energy_ev=-15557.5940
C 1.538 0.571 0.392
C 2.101 1.384 -0.529
C -0.490 -0.413 1.154
N 0.144 0.360 0.330
H 2.027 0.058 1.198
H 1.506 1.883 -1.294
H 3.166 1.573 -0.499
H -1.532 -0.525 1.094
H 0.100 -0.913 1.932
H -0.349 0.872 -0.443
S -3.312 -1.389 -1.174
H -2.680 -2.017 -0.196
H -2.220 -1.445 -1.964

15
Properties=species:S:1:pos:R:3 method="wB97M-V/def2-TZVPD" relative_energy_kj_mol=279.5 energy_ev=-8292.0995
C 0.944 -0.027 1.051
C 0.316 -1.110 0.080
C 1.001 -0.247 -0.998
C 0.748 0.953 -0.057
C -0.660 1.214 -0.131
H 1.981 -0.290 1.288
H 0.282 0.302 1.873
H 0.408 -2.206 0.037
H 0.623 -0.323 -2.054
H 2.074 -0.358 -0.892
H 1.448 1.827 -0.038
H -0.975 2.270 -0.120
H -1.727 -1.601 0.161
N -1.552 0.318 0.009
N -1.049 -0.935 0.002

33
Properties=species:S:1:pos:R:3 method="wB97M-V/def2-TZVPD" total_charge=-2 energy_ev=-93132.2349 spin_multiplicity=8
Cr -0.519 2.456 -0.587
Cl -2.613 2.955 0.603
C -1.427 0.191 -0.738
H -1.391 -0.483 0.121
H -1.750 -0.434 -1.617
H -2.392 0.804 -0.556
Fe 0.201 -0.532 -1.887
C 2.150 0.423 -2.487
C -0.620 -0.589 -3.748
C 0.707 -1.667 -0.351
H -1.108 -1.595 -3.918
H -1.382 0.243 -3.857
H 0.177 -0.446 -4.497
H 2.884 -0.301 -2.043
H 2.174 0.387 -3.592
H 2.197 1.517 -2.170
H -0.225 -2.494 -0.533
H 1.688 -2.263 -0.679
O 0.083 3.534 4.161
C 0.360 2.294 4.595
C 0.367 2.143 6.008
C 0.648 0.939 6.575
C 0.926 -0.185 5.702
C 0.840 -0.071 4.293
C 0.528 1.126 3.694
C 0.345 1.254 2.097
O 0.395 0.292 1.268
O 0.101 2.470 1.755
H 0.028 3.507 3.136
H 0.117 3.049 6.640
H 0.668 0.829 7.693
H 1.132 -1.145 6.160
H 1.037 -0.953 3.647

41
Properties=species:S:1:pos:R:3 method="wB97M-V/def2-TZVPD" relative_energy_kj_mol=0.0 total_charge=-4 energy_ev=-87462.5133 spin_multiplicity=2
Cu -0.676 -32.388 1.480
C 3.319 -33.960 0.180
C 4.368 -34.781 -0.316
C 4.136 -36.322 -0.370
O 5.094 -37.033 -0.775
C 2.862 -36.799 -0.063
C 1.799 -35.945 0.412
C 2.091 -34.456 0.651
O 1.263 -33.694 1.209
O 0.699 -36.420 0.677
O 5.464 -34.337 -0.716
H 3.574 -32.905 0.196
H 2.707 -37.871 -0.047
C -3.720 -30.005 -0.797
C -3.669 -29.607 -2.149
C -2.287 -29.819 -2.889
O -2.212 -29.425 -4.069
C -1.260 -30.533 -2.217
C -1.412 -31.020 -0.911
C -2.670 -30.675 -0.143
O -2.718 -31.108 1.012
O -0.510 -31.589 -0.261
O -4.639 -29.228 -2.824
H -4.624 -29.765 -0.241
H -0.360 -30.723 -2.790
C -1.742 -34.225 3.029
O -1.875 -35.253 3.735
O -1.805 -34.267 1.723
O -1.474 -33.043 3.481
C 0.780 -29.598 1.621
O 0.349 -30.586 2.168
N 0.078 -28.451 1.531
C 0.619 -27.290 0.882
C -1.231 -28.331 2.147
H 1.790 -29.579 1.179
H 1.711 -27.265 0.946
H 0.208 -26.383 1.327
H 0.391 -27.276 -0.192
H -1.159 -27.708 3.051
H -1.928 -27.890 1.435
H -1.566 -29.316 2.466

36
Properties=species:S:1:pos:R:3 method="wB97M-V/def2-TZVPD" total_charge=-1 energy_ev=-31868.6603
N 0.837 -1.256 1.383
C 2.164 -0.570 1.393
C 2.151 0.721 0.440
O 2.340 0.427 -0.971
C 1.125 0.852 -1.631
O 0.913 0.619 -2.843
O 0.158 1.591 -0.829
C 0.831 1.673 0.450
C -0.013 1.787 1.811
C -1.603 1.907 1.620
C -2.302 0.646 0.932
C -3.024 0.907 -0.446
C -3.798 -0.211 -1.231
C -3.870 -1.642 -0.617
C -3.140 -1.938 0.732
C -2.372 -0.794 1.502
H 0.826 -2.113 1.948
H 0.462 -1.394 0.436
H 2.417 -0.272 2.480
H 2.939 -1.335 1.003
H 2.952 1.411 0.916
H 1.343 2.714 0.378
H 0.220 0.962 2.582
H 0.328 2.772 2.320
H -2.055 1.997 2.685
H -1.917 2.844 1.046
H -2.990 1.973 -0.883
H -4.270 0.095 -2.223
H -4.463 -2.432 -1.208
H -3.222 -3.012 1.123
H -1.884 -1.049 2.498
B 3.783 -1.576 -3.360
F 4.175 -2.042 -2.057
F 2.418 -1.941 -3.607
F 3.917 -0.147 -3.417
F 4.627 -2.176 -4.356